Entry i
{
  "formula": "C16H21ClN6O6Re",
  "method": "the ωB97M-V functional and the def2-TZVPD basis",
  "e_homo_ev": [-15.85, -15.86],
  "lumo_energy_ha": [-0.366, -0.353],
  "spin_multiplicity": 2,
  "charge": 2,
  "species": ["Re", "N", "N", "C", "O", "O", "H", "H", "H", "O", "C", "O", "C", "C", "Cl", "N", "N", "C", "C", "O", "O", "C", "C", "C", "C", "C", "C", "H", "H", "H", "H", "H", "H", "C", "C", "C", "C", "N", "N", "H", "H", "H", "H", "H", "H", "H", "H", "H", "H", "H", "H"],
  "coordinates": [[1.27, 1.12, 0.89], [3.45, 1.50, 1.02], [3.69, 2.83, 0.63], [2.60, 3.66, 0.39], [2.69, 4.81, 0.14], [1.43, 2.95, 0.44], [3.73, 1.36, 2.00], [4.05, 0.90, 0.45], [4.57, 3.27, 0.88], [-2.93, 1.53, 4.86], [-3.43, 1.70, 3.66], [-4.57, 1.97, 3.45], [-2.50, 1.51, 2.47], [-2.90, 1.66, 1.11], [-4.40, 2.18, 0.58], [-1.85, 1.37, 0.31], [-0.78, 1.10, 1.08], [-1.17, 1.16, 2.38], [-0.09, 0.84, 3.39], [-0.31, 0.77, 4.56], [1.09, 0.61, 2.84], [-1.76, 1.22, -1.11], [-0.54, 1.43, -1.76], [-0.43, 1.26, -3.13], [-1.53, 0.87, -3.87], [-2.74, 0.63, -3.23], [-2.86, 0.80, -1.86], [-1.99, 1.27, 4.91], [0.32, 1.82, -1.23], [0.52, 1.46, -3.62], [-1.45, 0.76, -4.94], [-3.60, 0.32, -3.80], [-3.80, 0.57, -1.38], [-0.41, -3.49, -0.37], [0.90, -2.92, -0.94], [2.11, -3.59, -0.30], [0.92, -3.07, -2.45], [0.95, -1.45, -0.68], [1.21, -1.07, 0.67], [-0.46, -4.56, -0.57], [-1.27, -3.02, -0.83], [-0.48, -3.36, 0.72], [2.19, -4.62, -0.67], [2.04, -3.65, 0.79], [3.03, -3.08, -0.59], [0.86, -4.12, -2.72], [1.85, -2.67, -2.86], [0.08, -2.55, -2.91], [0.12, -0.99, -1.02], [2.10, -1.51, 0.92], [0.52, -1.46, 1.32]],
  "nbo_charge": [1.75, -0.64, -0.49, 0.86, -0.46, -0.63, 0.41, 0.42, 0.44, -0.63, 0.78, -0.51, -0.19, 0.22, 0.25, -0.16, -0.34, 0.07, 0.77, -0.48, -0.65, 0.16, -0.26, -0.17, -0.17, -0.16, -0.22, 0.51, 0.18, 0.25, 0.25, 0.25, 0.25, -0.64, 0.11, -0.65, -0.61, -0.48, -0.65, 0.26, 0.22, 0.19, 0.27, 0.21, 0.22, 0.24, 0.23, 0.21, 0.38, 0.42, 0.40]
}



Entry ii
{
  "formula": "C16H21ClN6O6Re",
  "method": "the ωB97M-V functional and the def2-TZVPD basis",
  "e_homo_ev": [-15.93, -15.94],
  "lumo_energy_ha": [-0.344, -0.334],
  "spin_multiplicity": 2,
  "charge": 2,
  "species": ["Re", "N", "N", "C", "O", "O", "H", "H", "H", "O", "C", "O", "C", "C", "Cl", "N", "N", "C", "C", "O", "O", "C", "C", "C", "C", "C", "C", "H", "H", "H", "H", "H", "H", "C", "C", "C", "C", "N", "N", "H", "H", "H", "H", "H", "H", "H", "H", "H", "H", "H", "H"],
  "coordinates": [[-0.04, 0.18, -0.06], [-1.63, -1.16, -0.83], [-2.07, -1.97, 0.24], [-1.59, -1.73, 1.50], [-1.93, -2.26, 2.49], [-0.56, -0.76, 1.45], [-2.40, -0.57, -1.16], [-1.37, -1.77, -1.60], [-2.96, -2.45, 0.15], [-0.20, 5.58, 2.03], [0.89, 4.95, 2.45], [1.66, 5.42, 3.23], [1.15, 3.55, 1.92], [2.26, 2.75, 2.30], [3.42, 3.09, 3.43], [2.22, 1.59, 1.63], [1.11, 1.58, 0.85], [0.48, 2.76, 1.02], [-0.76, 2.89, 0.20], [-1.43, 3.86, 0.14], [-1.04, 1.76, -0.54], [3.16, 0.51, 1.51], [2.70, -0.79, 1.29], [3.60, -1.83, 1.13], [4.96, -1.58, 1.20], [5.41, -0.29, 1.42], [4.52, 0.76, 1.58], [-0.73, 5.10, 1.37], [1.64, -1.04, 1.33], [3.23, -2.84, 0.98], [5.67, -2.40, 1.11], [6.48, -0.09, 1.48], [4.90, 1.77, 1.71], [3.74, 1.26, -3.12], [3.06, -0.11, -3.14], [2.19, -0.27, -4.37], [4.10, -1.22, -3.06], [2.22, -0.28, -1.91], [1.04, 0.53, -1.89], [4.37, 1.39, -4.01], [4.38, 1.37, -2.24], [3.01, 2.08, -3.14], [2.82, -0.36, -5.25], [1.54, 0.59, -4.55], [1.59, -1.18, -4.31], [4.78, -1.15, -3.91], [3.63, -2.20, -3.07], [4.70, -1.13, -2.14], [2.75, -0.09, -1.06], [0.50, 0.27, -2.71], [1.22, 1.54, -1.99]],
  "nbo_charge": [1.72, -0.63, -0.49, 0.86, -0.45, -0.64, 0.41, 0.42, 0.44, -0.63, 0.78, -0.50, -0.19, 0.21, 0.24, -0.16, -0.34, 0.06, 0.76, -0.45, -0.64, 0.16, -0.29, -0.16, -0.17, -0.16, -0.23, 0.51, 0.21, 0.25, 0.25, 0.25, 0.25, -0.64, 0.11, -0.65, -0.61, -0.47, -0.65, 0.26, 0.22, 0.20, 0.27, 0.21, 0.22, 0.25, 0.23, 0.21, 0.38, 0.42, 0.40]
}



Energy ordering: entry ii at the bottom, the next structure 47.7 kJ/mol above.